Formula: CH10N3O2
Source: the Open Molecules 2025 dataset
Level of theory: ωB97M-V/def2-TZVPD

The geometry in ORCA input format:
```
! RIJCOSX wB97M-V def2-TZVPD def2/J DEFGRID3
* xyz 2 2
N -0.92079 -0.35225 -0.31261
C -0.12062 -1.25344 -0.78940
N 1.12853 -1.35884 -0.28946
N -0.52529 -2.19047 -1.65803
H -0.60881 0.29454 0.43028
H -1.93630 -0.26428 -0.37381
H 1.80653 -2.04406 -0.64735
H 1.50810 -0.61071 0.33313
H -1.46611 -2.14320 -2.06318
H 0.03240 -2.94573 -2.06657
H 1.14567 1.83766 1.50181
H 1.72484 0.62655 2.16622
O 1.08421 0.88549 1.47251
H -1.60906 3.15038 0.29859
H -0.45346 3.53027 1.28198
O -0.78984 2.83811 0.71588
*
```

Computed properties:
Kohn-Sham gap (alpha / beta) in Eh: 0.36818 / 0.13551
F_max in Eh/bohr: 0.0730
ΔE to the lowest compared entry with this formula, charge and spin in kcal per mole: 9.8

Here is what Löwdin gives for the atomic charges, in e: atom 1 (N): 0.344, atom 2 (C): -0.354, atom 3 (N): 0.481, atom 4 (N): 0.279, atom 5 (H): 0.129, atom 6 (H): 0.199, atom 7 (H): 0.213, atom 8 (H): 0.158, atom 9 (H): 0.177, atom 10 (H): 0.175, atom 11 (H): 0.062, atom 12 (H): 0.107, atom 13 (O): -0.045, atom 14 (H): 0.071, atom 15 (H): 0.056, atom 16 (O): -0.051